Entry from OMol25: a 6-piece molecular cluster, C20H32Br2N3O2 overall at a distorted geometry (ωB97M-V/def2-TZVPD).

The value obtained for the LUMO energy (alpha / beta) is 0.42 / -1.24 eV. The highest occupied orbital energy (alpha / beta) comes out at -0.2988 / -0.2988 Ha. The frontier orbital gap (alpha / beta) is 8.5 / 6.9 eV. The multiplicity is 2. The total energy comes out at -6243.8436 Eh.

Geometry as XYZ:
```
59
Properties=species:S:1:pos:R:3:lowdin_charge:R:1
C 0.5954 0.2863 -0.1940 -0.07
C -0.0745 0.9121 -1.4276 -0.35
O -0.8984 2.0346 -1.2958 0.04
H -0.1003 0.1858 0.6391 0.05
H 1.4094 0.9557 0.0844 0.06
H 0.8674 -0.7589 -0.3410 0.07
H -0.7543 0.1416 -1.7914 0.08
H 0.6030 0.7880 -2.2724 0.06
C 1.8375 4.6654 2.5944 -0.18
C 0.4349 4.5163 3.2157 -0.18
C -0.4915 4.3700 2.0399 -0.19
O 0.4063 4.2215 0.9255 -0.14
C 1.7135 3.7782 1.4194 -0.19
H 2.6658 4.3476 3.2277 0.11
H 1.9575 5.7265 2.3760 0.12
H 0.3736 5.2544 4.0155 0.11
H 0.3877 3.5697 3.7541 0.09
H -0.9933 5.3376 2.0485 0.12
H -1.2907 3.6333 2.1208 0.09
H 2.4622 3.8750 0.6332 0.12
H 1.6499 2.7077 1.6147 0.10
Br -0.6020 -3.5373 -4.2703 0.72
C 0.8629 -2.5833 -3.5899 -0.75
C 1.5323 -1.9730 -4.7706 -0.69
Br 2.4953 -0.2905 -4.3481 0.60
H 1.5019 -3.2574 -3.0195 0.04
H 0.4115 -1.8770 -2.8932 0.02
H 0.8530 -1.7493 -5.5931 0.03
H 2.2256 -2.6929 -5.2056 0.07
N -2.1660 1.9527 4.5062 0.01
C -3.3702 2.4718 4.1166 -0.16
C -3.5078 2.2420 2.8286 -0.13
C -2.3951 1.4543 2.3426 -0.08
C -1.6672 1.2377 3.4969 -0.18
H -1.7780 2.0137 5.4367 0.15
H -3.9953 3.0066 4.8163 0.11
H -4.3332 2.6622 2.2732 0.10
H -2.1175 1.1940 1.3318 0.07
H -0.7486 0.6704 3.5244 0.11
N 4.9478 -3.5143 -1.6336 0.01
C 5.2769 -4.8414 -1.7143 -0.12
C 4.1073 -5.5374 -1.3452 -0.11
C 3.0942 -4.5991 -1.0087 -0.14
C 3.6441 -3.3843 -1.1339 -0.16
H 5.5875 -2.7495 -1.7950 0.14
H 6.1942 -5.2906 -2.0653 0.10
H 3.9509 -6.6050 -1.3898 0.09
H 2.1580 -5.0515 -0.7167 0.10
H 3.2060 -2.4255 -0.8989 0.10
N -3.1180 -1.3170 -1.8722 0.00
C -4.2745 -1.9912 -2.1537 -0.13
C -4.8237 -2.3005 -0.9334 -0.14
C -4.0258 -1.8706 0.1579 -0.08
C -2.9557 -1.2399 -0.4833 -0.12
H -2.3528 -1.0100 -2.4555 0.11
H -4.4875 -2.0736 -3.2092 0.11
H -5.7883 -2.7447 -0.7370 0.09
H -4.2882 -2.1254 1.1741 0.09
H -2.0153 -0.8215 -0.1561 0.07
```

Entry from OMol25: a 3-piece molecular cluster, C20H32BrF9O5Si overall at a distorted geometry (ωB97M-V/def2-TZVPD).

The value obtained for the LUMO energy is 0.33 eV. The highest occupied orbital energy comes out at -0.3447 Ha. The frontier orbital gap is 9.7 eV. As for the SMILES: CCOC[Si@@](Br)(CCOC=O)CCC(F)(F)C(F)(F)C(F)(F)C(F)(F)F.C1CCOC1.C1CCOC1. The total energy comes out at -4919.6682 Eh.

Geometry as XYZ:
```
68
Properties=species:S:1:pos:R:3:lowdin_charge:R:1
C 0.6272 0.8756 3.9907 -0.10
C 1.8877 1.4514 3.1454 -0.27
O 1.5100 1.9587 1.8367 -0.33
C 2.5037 1.5389 0.8344 -0.28
Si 1.9898 -0.0971 -0.0286 0.38
Br -0.1068 -0.6668 0.7685 0.45
C 1.8911 0.1299 -1.9340 -0.24
C 0.4371 -0.2042 -2.5500 -0.27
O 0.5447 0.0106 -3.9987 -0.12
C -0.5977 -0.5793 -4.6524 -0.23
O -0.3295 -1.4609 -5.4988 0.04
C 3.2218 -1.5556 0.2750 -0.26
C 2.5795 -2.9832 -0.1114 -0.14
C 2.6282 -4.0647 1.0608 -0.30
F 2.4406 -3.5406 2.3598 0.07
F 3.9631 -4.6109 1.0353 0.04
C 1.6437 -5.2750 0.6776 -0.21
F 2.3180 -6.4804 1.0717 0.07
F 1.5338 -5.3025 -0.7336 0.08
C 0.2411 -5.2846 1.4495 -0.20
F 0.3447 -6.0856 2.6249 0.09
F -0.2928 -4.0091 1.7166 0.08
C -0.8738 -6.0409 0.5346 -0.33
F -1.4093 -5.1516 -0.4210 0.10
F -0.4127 -7.2497 -0.0041 0.12
F -1.9498 -6.3750 1.3991 0.09
H -0.3288 0.8446 3.3476 0.05
H 0.3915 1.5776 4.8637 0.07
H 0.9162 -0.1690 4.3792 0.08
H 2.6410 0.5890 3.0512 0.11
H 2.3702 2.2709 3.7975 0.13
H 2.5680 2.4161 0.0832 0.11
H 3.5512 1.4742 1.3177 0.11
H 2.1938 1.1878 -2.2663 0.10
H 2.6326 -0.5956 -2.4288 0.10
H 0.1370 -1.2945 -2.3169 0.12
H -0.3263 0.5471 -2.1418 0.12
H -1.6680 -0.2044 -4.4215 0.15
H 3.6732 -1.5506 1.3247 0.09
H 4.0929 -1.3736 -0.4597 0.09
H 1.5289 -2.7889 -0.5270 0.09
H 3.2107 -3.4189 -0.9728 0.14
C 0.7910 7.1191 1.9904 -0.18
C 0.3444 5.7545 1.5127 -0.17
C 1.1634 4.8293 2.3913 -0.21
O 1.3726 5.5160 3.6340 -0.14
C 0.9812 6.8861 3.4765 -0.21
H 0.0782 7.9163 1.7723 0.11
H 1.7485 7.3795 1.5271 0.12
H -0.7223 5.6197 1.7201 0.12
H 0.5086 5.5860 0.4469 0.11
H 2.1456 4.6276 1.9502 0.12
H 0.6645 3.8788 2.5770 0.10
H 0.0435 7.0319 4.0241 0.12
H 1.7426 7.5384 3.9101 0.12
C -5.8854 -0.1128 -3.4949 -0.18
C -5.4843 -1.5626 -3.3341 -0.17
C -3.9764 -1.4877 -3.4615 -0.21
O -3.5776 -0.2025 -2.9599 -0.17
C -4.7506 0.6086 -2.7948 -0.20
H -6.8637 0.1217 -3.0724 0.12
H -5.8981 0.1531 -4.5571 0.12
H -5.7576 -1.9146 -2.3341 0.12
H -5.9414 -2.2292 -4.0670 0.12
H -3.6630 -1.5491 -4.5094 0.12
H -3.4689 -2.2748 -2.8990 0.12
H -4.9436 0.7031 -1.7209 0.12
H -4.5693 1.6044 -3.2051 0.12
```

Entry from OMol25: a 6-piece molecular cluster, C20H32Cl4O8 overall at a distorted geometry (ωB97M-V/def2-TZVPD).

For the relative energy (zero: lowest compared OMol25 entry of this formula, charge and spin), the calculation gives 4.709 eV. The value obtained for the LUMO energy is 0.34 eV. The highest occupied orbital energy comes out at -0.3641 Ha. The frontier orbital gap is 10.2 eV. As for the SMILES: O=C1CCCO1.O=C1CCCO1.O=C1CCCO1.O=C1CCCO1.ClCCCl.ClCCCl. The total energy comes out at -3223.8521 Eh.

Geometry as XYZ:
```
64
Properties=species:S:1:pos:R:3:lowdin_charge:R:1
O 14.1562 -10.4609 24.8213 0.06
C 15.3537 -10.7230 25.1158 -0.45
C 16.4131 -9.7131 25.5514 -0.06
C 17.6832 -10.5588 25.5745 -0.15
C 17.1996 -11.9640 25.2244 -0.17
O 15.8999 -11.8467 24.6940 0.05
H 16.3104 -8.9002 24.8326 0.13
H 16.1076 -9.4482 26.5637 0.13
H 18.6393 -10.2753 25.1347 0.11
H 18.0170 -10.5050 26.6108 0.10
H 17.8174 -12.5270 24.5247 0.13
H 17.1994 -12.5416 26.1487 0.12
O 15.7816 -6.2464 19.8668 0.10
C 16.8546 -6.4776 19.3351 -0.42
C 17.0452 -6.6570 17.8482 -0.07
C 18.6104 -6.8994 17.7355 -0.11
C 19.2026 -7.0810 19.2678 -0.12
O 18.0437 -6.7020 20.0657 -0.01
H 16.4435 -7.4625 17.4272 0.12
H 16.6523 -5.7803 17.3333 0.12
H 18.9638 -7.7232 17.1155 0.09
H 19.0595 -5.9891 17.3383 0.09
H 19.5777 -8.1025 19.3300 0.10
H 20.1188 -6.4918 19.2278 0.11
O 16.6788 -13.7910 16.0715 0.05
C 16.2852 -14.8621 16.6356 -0.37
C 15.7271 -15.0876 17.9749 -0.06
C 16.1212 -16.5864 18.2603 -0.15
C 16.2723 -17.2516 16.9088 -0.18
O 16.6789 -16.1471 16.1269 -0.03
H 15.9613 -14.3086 18.7006 0.13
H 14.6759 -15.0866 17.6868 0.13
H 16.9249 -16.6276 18.9955 0.11
H 15.4090 -17.1996 18.8125 0.11
H 16.9535 -18.1021 16.8815 0.13
H 15.3113 -17.5768 16.5104 0.12
O 24.8606 -14.5762 13.8966 0.14
C 24.0498 -14.4032 13.0540 -0.54
C 22.7237 -13.7344 13.3360 -0.09
C 22.2810 -13.5634 11.9017 -0.20
C 22.6998 -14.8289 11.2452 -0.12
O 24.0112 -15.0526 11.9033 0.06
H 21.9968 -14.2988 13.9200 0.13
H 22.7250 -12.7573 13.8192 0.13
H 21.2438 -13.2330 11.9573 0.12
H 22.7180 -12.6228 11.5663 0.12
H 22.0392 -15.6934 11.1796 0.13
H 22.7466 -14.7303 10.1607 0.12
Cl 12.6531 -18.8456 24.0154 0.57
C 11.9911 -17.2833 24.4359 -0.71
C 10.8530 -16.7407 23.6003 -0.71
Cl 11.0314 -16.7094 21.8751 0.57
H 12.7927 -16.5484 24.5103 0.07
H 11.7118 -17.2541 25.4890 0.07
H 10.5940 -15.7575 23.9931 0.08
H 10.0466 -17.4545 23.7687 0.06
Cl 10.1431 -24.1544 13.5467 0.52
C 11.8180 -24.1239 12.8755 -0.65
C 12.7712 -24.6937 13.8968 -0.66
Cl 12.9655 -23.5622 15.2960 0.51
H 12.2466 -23.1918 12.5073 0.08
H 11.6759 -24.7410 11.9883 0.06
H 13.7779 -24.8580 13.5125 0.07
H 12.5494 -25.7193 14.1918 0.07
```